# 1
{"formula": "Cl2H2OSi", "method": "the ωB97M-V functional and the def2-TZVPD basis", "smiles": "O=[SiH]Cl.Cl", "energy_ev": -35003.39480, "symbols": ["O", "Si", "Cl", "H", "Cl", "H"], "xyz": [[2.446240, 1.549899, 0.096685], [3.098635, 0.260874, -0.334186], [4.764270, -0.451008, 0.384081], [2.680506, -0.918351, -1.039296], [-1.601509, 0.126530, 0.977748], [-1.537720, 1.370229, 0.953350]], "forces_ev_per_a": [[-0.168, 0.207, -0.354], [-0.964, 0.209, 0.372], [1.851, -0.323, 0.751], [-0.760, -0.079, -0.758], [-0.079, -1.204, 0.023], [0.120, 1.189, -0.033]], "lowdin_charge": [-0.408, 0.091, 0.373, -0.060, 0.285, -0.280]}

# 2
{"formula": "C28H28B2F4N5O7Ti", "method": "the ωB97M-V functional and the def2-TZVPD basis", "total_charge": -1, "spin_multiplicity": 3, "s2": 2.055, "energy_ev": -86622.29343, "symbols": ["Ti", "C", "C", "N", "O", "B", "F", "F", "O", "N", "C", "C", "C", "N", "O", "B", "F", "F", "O", "N", "C", "C", "C", "H", "H", "H", "H", "H", "H", "H", "H", "H", "H", "H", "H", "O", "C", "C", "O", "O", "C", "C", "C", "C", "C", "C", "C", "C", "C", "C", "C", "C", "H", "H", "H", "H", "H", "H", "H", "H", "H", "H", "H", "N", "C", "C", "C", "C", "C", "C", "H", "H", "H", "H", "H"], "xyz": [[-0.422203, 1.336253, -0.054447], [-4.553635, 2.315411, -1.420685], [-3.161032, 1.822769, -1.225038], [-2.350591, 2.291839, -0.353225], [-2.787568, 3.340938, 0.379541], [-1.792597, 3.720068, 1.437442], [-1.436053, 2.551497, 2.103812], [-2.369109, 4.697686, 2.211934], [-0.564991, 4.316128, 0.815981], [0.032550, 3.414863, 0.006275], [1.091702, 3.794848, -0.611978], [1.740105, 5.118117, -0.400946], [1.632690, 2.796186, -1.553762], [0.977785, 1.696135, -1.600393], [1.484293, 0.759508, -2.444457], [0.572700, -0.038183, -3.322393], [1.213168, -1.277096, -3.469868], [0.405012, 0.634645, -4.527762], [-0.772022, -0.363758, -2.755420], [-1.339469, 0.554700, -1.931913], [-2.589209, 0.765791, -2.104428], [-3.424764, 0.080241, -3.129233], [2.823892, 3.027858, -2.415436], [-4.727555, 3.212091, -0.837340], [-5.270835, 1.551551, -1.106969], [-4.742995, 2.522234, -2.476558], [1.193017, 5.691766, 0.338256], [1.785005, 5.689543, -1.331430], [2.766871, 4.975255, -0.054232], [-2.939146, -0.828137, -3.468188], [-3.581995, 0.730803, -3.994203], [-4.404630, -0.158035, -2.710370], [3.135278, 4.070964, -2.388956], [2.605746, 2.731000, -3.440507], [3.658199, 2.404531, -2.081676], [0.525569, -0.840379, -0.284086], [-0.154434, -1.867961, 0.453769], [-1.190369, -1.158156, 1.338712], [-1.688194, -1.714414, 2.294489], [-1.528994, 0.003796, 0.880212], [0.842447, -2.670460, 1.275615], [2.190601, -2.353538, 1.279664], [3.089357, -3.105842, 2.036086], [2.644927, -4.182562, 2.783951], [1.289956, -4.506452, 2.776936], [0.397275, -3.757943, 2.028631], [-0.888116, -2.740558, -0.572297], [-0.131759, -3.539444, -1.422557], [-0.728633, -4.244259, -2.455921], [-2.104541, -4.175444, -2.638188], [-2.869758, -3.394598, -1.781686], [-2.264945, -2.678203, -0.755631], [0.772780, -1.167724, -1.162928], [2.535636, -1.497920, 0.714842], [4.137697, -2.832630, 2.044711], [3.343001, -4.764862, 3.373872], [0.927374, -5.343006, 3.362748], [-0.656633, -4.000956, 2.034114], [0.943507, -3.598514, -1.284373], [-0.118342, -4.841548, -3.121664], [-2.576328, -4.726099, -3.443103], [-3.943880, -3.334332, -1.912391], [-2.874214, -2.066059, -0.100873], [1.027098, 1.308082, 1.207825], [1.579040, 0.911523, 2.340671], [0.793826, 0.433162, 3.436750], [1.396169, -0.052584, 4.579269], [2.788334, -0.060833, 4.695424], [3.590222, 0.434824, 3.658101], [3.002205, 0.916892, 2.511156], [-0.283576, 0.441963, 3.329823], [0.784364, -0.442970, 5.383562], [3.249592, -0.456576, 5.592328], [4.669593, 0.424730, 3.757244], [3.594533, 1.291820, 1.683766]], "forces_ev_per_a": [[0.147, -1.033, -0.073], [-0.149, -0.062, -0.133], [0.134, -0.362, -0.320], [-0.148, 0.244, 0.083], [0.019, 0.016, 0.025], [-0.149, 0.200, -0.216], [0.062, 0.069, 0.201], [0.073, -0.145, 0.000], [-0.089, -0.066, 0.013], [-0.026, 0.406, 0.114], [0.224, -0.196, -0.266], [0.125, 0.147, -0.133], [-0.030, 0.308, 0.116], [0.025, -0.050, -0.445], [0.025, -0.158, 0.140], [-0.059, -0.115, 0.184], [-0.107, 0.291, -0.105], [0.038, -0.015, -0.084], [0.122, -0.049, 0.094], [-0.045, 0.049, -0.203], [-0.205, 0.318, 0.301], [-0.188, 0.015, -0.047], [0.211, 0.184, 0.018], [0.041, 0.032, 0.032], [0.028, 0.013, 0.006], [0.006, 0.006, 0.034], [-0.040, -0.011, 0.034], [-0.012, -0.005, 0.023], [-0.020, -0.002, -0.011], [0.059, -0.035, 0.018], [0.015, -0.006, 0.019], [0.025, -0.003, -0.039], [0.000, -0.039, -0.011], [-0.040, -0.001, 0.011], [-0.051, 0.006, 0.013], [-0.003, 0.109, 0.184], [0.316, -0.240, -0.436], [-0.372, 0.657, -0.287], [0.013, -0.150, 0.094], [-0.512, -0.529, 0.433], [-0.123, -0.137, -0.023], [0.160, 0.033, 0.133], [-0.089, 0.078, -0.060], [-0.093, 0.009, -0.019], [0.052, 0.052, -0.016], [0.015, -0.037, -0.009], [-0.081, -0.016, 0.124], [0.095, -0.047, -0.037], [-0.095, 0.012, 0.031], [0.045, 0.050, 0.064], [0.093, -0.019, 0.019], [-0.051, -0.006, -0.017], [-0.065, 0.082, 0.007], [0.010, -0.014, 0.005], [-0.011, 0.002, -0.015], [-0.012, 0.009, -0.009], [0.012, 0.011, -0.013], [0.015, 0.004, -0.005], [-0.040, 0.005, -0.007], [-0.009, 0.010, 0.011], [0.008, 0.013, 0.006], [0.012, -0.011, -0.002], [0.028, -0.007, -0.009], [0.913, 0.027, 0.759], [-0.224, 0.174, -0.306], [0.032, -0.093, 0.117], [0.050, 0.068, -0.151], [0.050, 0.000, -0.001], [-0.221, -0.052, 0.025], [0.037, -0.030, -0.012], [0.020, 0.017, -0.003], [0.014, 0.012, 0.004], [0.011, 0.008, -0.011], [-0.010, 0.008, 0.008], [-0.009, -0.009, 0.025]], "mulliken_spin": [0.633, -0.002, 0.044, -0.007, -0.004, 0.023, 0.008, 0.000, 0.013, -0.019, 0.078, -0.008, 0.063, 0.002, 0.001, 0.008, 0.000, 0.000, 0.002, 0.015, 0.036, -0.003, 0.001, 0.001, 0.003, 0.001, 0.002, 0.002, 0.003, 0.001, 0.002, 0.000, -0.001, 0.003, 0.003, -0.005, 0.022, 0.000, 0.001, -0.006, 0.004, 0.001, 0.000, -0.003, 0.001, -0.004, 0.003, 0.001, 0.000, 0.001, 0.001, 0.003, 0.001, 0.001, -0.001, -0.001, 0.000, 0.000, -0.001, 0.000, 0.000, 0.000, -0.004, 0.596, 0.004, 0.217, -0.122, 0.250, -0.124, 0.219, 0.026, -0.002, 0.018, -0.004, 0.003]}